Entry 1:
ORCA calculation (ωB97M-V with the def2-TZVPD basis set) on a cluster of 2 separate species, C24H34F3NO8S in total.

The geometry in XYZ format:
```
71
Properties=species:S:1:pos:R:3
C 2.28 -4.81 2.06
O 0.98 -4.48 2.50
C 0.25 -3.70 1.58
C -0.74 -2.80 2.34
C -2.17 -2.99 1.86
C -2.39 -2.41 0.45
C -3.66 -1.55 0.27
C -3.44 -0.27 -0.53
C -3.07 0.97 0.29
C -1.62 1.12 0.74
C -0.59 1.13 -0.37
C 0.76 0.62 0.10
C 1.16 0.73 1.42
C 2.39 0.27 1.89
C 2.86 0.45 3.31
C 1.86 0.16 4.40
O 2.08 -0.64 5.26
O 0.72 0.92 4.43
C 3.21 -0.33 0.95
C 2.83 -0.43 -0.38
C 1.62 0.05 -0.83
C 3.93 -1.12 -1.11
O 4.26 -1.06 -2.24
N 4.69 -1.83 -0.08
C 4.38 -3.20 0.08
F 4.72 -3.88 -1.01
F 5.03 -3.70 1.12
F 3.07 -3.43 0.28
C 4.55 -0.97 1.09
O 5.39 -0.76 1.89
H 2.57 -5.74 2.54
H 2.31 -4.97 0.98
H 3.01 -4.06 2.35
H -0.31 -4.34 0.89
H 0.92 -3.07 1.00
H -0.46 -1.76 2.18
H -0.65 -3.04 3.40
H -2.84 -2.51 2.57
H -2.40 -4.05 1.89
H -2.49 -3.27 -0.21
H -1.49 -1.86 0.15
H -4.16 -1.35 1.21
H -4.35 -2.16 -0.31
H -4.40 -0.03 -1.00
H -2.76 -0.48 -1.35
H -3.40 1.86 -0.25
H -3.67 0.94 1.20
H -1.42 0.34 1.46
H -1.56 2.08 1.26
H -0.88 0.49 -1.19
H -0.46 2.12 -0.80
H 0.49 1.21 2.11
H 3.14 1.49 3.42
H 3.74 -0.14 3.52
H -0.01 0.38 4.11
H 1.37 -0.03 -1.88
C -2.06 3.40 -5.87
C -1.15 3.36 -4.66
O -0.96 4.65 -4.05
S -2.16 5.26 -3.21
C -1.27 6.59 -2.48
O -2.52 4.32 -2.19
O -3.14 5.79 -4.10
H -3.08 3.67 -5.59
H -2.09 2.42 -6.35
H -1.71 4.14 -6.59
H -1.51 2.65 -3.91
H -0.15 3.03 -4.96
H -0.50 6.19 -1.83
H -1.99 7.18 -1.91
H -0.84 7.20 -3.27
```

SMILES string   COCCCCCCCCCc1cc(CC(=O)O)c2c(c1)C(=O)N(C(F)(F)F)C2=O.CCOS(C)(=O)=O
HOMO energy   -0.3520 hartree
HOMO-LUMO gap   8.98 eV
Lowest unoccupied orbital energy   -0.604 eV
Energy   -62296.2843 eV

---

Entry 2:
ORCA calculation (ωB97M-V with the def2-TZVPD basis set) on a cluster of 3 separate species, C17H32BrN3O9P in total.

The geometry in XYZ format:
```
63
Properties=species:S:1:pos:R:3
C -1.84 -1.35 4.46
C -3.06 -0.58 3.66
C -3.14 -0.94 2.06
N -1.81 -1.19 1.39
C -0.84 0.00 1.33
N -0.62 1.02 2.23
N -0.20 -0.26 -0.05
C 0.69 0.84 -0.59
Br 1.42 0.14 -2.37
C 2.01 1.18 0.32
C 2.74 -0.13 0.99
C -1.47 -0.27 -0.92
C -2.28 -1.44 -0.06
P -1.92 -3.23 -0.66
O -3.25 -4.07 -1.00
O -1.06 -4.04 0.67
O -0.93 -3.26 -2.11
H -1.07 -0.56 4.92
H -2.29 -2.00 5.35
H -1.24 -2.12 3.79
H -4.11 -0.67 4.22
H -2.79 0.58 3.72
H -3.82 -0.14 1.53
H -3.74 -1.97 1.99
H -0.02 0.78 3.07
H -1.06 1.97 2.17
H 0.02 1.76 -0.84
H 2.84 1.74 -0.32
H 1.66 1.89 1.19
H 3.83 0.22 1.35
H 2.20 -0.46 1.99
H 2.84 -1.04 0.23
H -1.99 0.80 -0.78
H -1.39 -0.69 -2.01
H -3.41 -1.24 -0.31
H -1.67 -3.88 1.48
H -0.15 -3.88 -1.99
C -5.77 4.12 -2.60
C -4.29 3.77 -2.53
C -4.02 2.33 -2.24
O -2.73 2.38 -1.66
C -2.62 3.61 -1.07
O -1.72 3.94 -0.32
O -3.67 4.41 -1.42
H -5.91 5.20 -2.48
H -6.19 3.81 -3.56
H -6.34 3.64 -1.80
H -3.78 4.11 -3.44
H -4.02 1.71 -3.14
H -4.71 1.89 -1.50
C 7.84 -2.62 -0.84
C 6.54 -1.85 -0.74
C 6.22 -1.03 -1.96
O 5.37 -0.03 -1.42
C 5.72 0.12 -0.11
O 5.32 1.01 0.62
O 6.59 -0.87 0.27
H 8.18 -2.93 0.16
H 7.73 -3.51 -1.46
H 8.64 -2.00 -1.26
H 5.72 -2.54 -0.50
H 5.72 -1.60 -2.74
H 7.10 -0.53 -2.38
```

HOMO energy   -0.4751 hartree
HOMO-LUMO gap   7.56 eV
Charge   +1
Lowest unoccupied orbital energy   -5.365 eV
Energy   -120365.8393 eV